# 1
Molecular formula: C2H3FO3
Method: DFT, the ωB97M-V functional and the def2-TZVPD basis

Geometry as XYZ:
```
9
Properties=species:S:1:pos:R:3:lowdin_charge:R:1
C 0.4994 0.8358 -0.1730 -0.42
C -1.3472 0.8718 0.6945 -0.04
O 0.8460 1.3576 -1.1418 0.17
O 2.4360 0.1156 0.8856 0.06
O 1.0845 0.4148 0.8695 -0.03
F -1.9732 -0.2362 0.2670 -0.06
H -1.8959 1.7649 0.2629 0.11
H -1.2245 0.7999 1.7997 0.10
H 2.8440 0.9511 1.1179 0.11
```

Values from the calculation:
Total charge   0
Frontier orbital gap   10.32 eV
E_LUMO   0.535 eV
Energy relative to the best compared isomer or geometry (same formula, charge and spin)   5.149 eV


# 2
Molecular formula: C60H134F3N7O10S
Method: DFT, the ωB97M-V functional and the def2-TZVPD basis

Geometry as XYZ:
```
215
Properties=species:S:1:pos:R:3:lowdin_charge:R:1
C 15.1029 15.6102 14.3755 -0.63
F 15.4486 15.0827 13.1562 0.10
F 13.7786 15.7464 14.3840 0.11
F 15.4355 14.8431 15.3894 0.12
S 15.9330 17.3271 14.6381 0.50
O 15.3682 18.2335 13.6611 -0.31
O 15.5711 17.6844 16.0023 -0.34
O 17.3626 16.9377 14.4134 -0.35
C 18.3581 18.5812 22.4918 0.01
C 17.8024 19.5311 21.4209 -0.40
C 18.8500 19.4240 20.2562 -0.13
C 18.7914 18.1629 19.4182 -0.15
C 17.3503 17.9638 18.8694 -0.11
C 16.2065 17.9435 19.9197 -0.43
N 16.4093 19.0846 20.8921 0.17
O 15.5143 19.1151 21.9650 0.19
C 16.1581 16.6004 20.6633 0.02
C 14.8708 18.2215 19.2104 -0.02
C 17.7137 21.0055 21.9136 0.00
H 18.4504 17.5512 22.1470 0.07
H 17.7681 18.6673 23.4042 0.11
H 19.3852 18.8343 22.7549 0.12
H 19.8662 19.6453 20.5826 0.15
H 18.5940 20.2870 19.6416 0.11
H 19.0238 17.2640 19.9892 0.11
H 19.4599 18.3557 18.5791 0.11
H 17.3294 17.0327 18.3031 0.11
H 17.2887 18.7766 18.1457 0.11
H 16.0871 15.8073 19.9190 0.09
H 15.3920 16.4864 21.4302 0.11
H 17.1001 16.4551 21.1921 0.07
H 14.6289 17.5842 18.3598 0.07
H 14.8172 19.2664 18.9049 0.08
H 14.1216 18.0284 19.9783 0.09
H 17.3267 21.6830 21.1525 0.08
H 18.6464 21.4720 22.2308 0.12
H 17.0708 21.1512 22.7817 0.10
C 15.0658 11.5885 13.6469 0.03
C 14.0238 10.9465 14.5943 -0.43
C 13.1461 12.0579 15.2737 -0.13
C 12.2031 12.8269 14.2824 -0.13
C 11.7049 11.8606 13.1499 -0.12
C 11.7672 10.3115 13.4093 -0.37
N 13.2006 9.9884 13.9004 0.13
O 13.6394 8.5871 13.8934 0.18
C 11.5492 9.6934 11.9935 0.01
C 10.7316 9.8301 14.5232 0.04
C 14.5472 10.1354 15.8690 0.01
H 15.8286 12.2741 14.0162 0.08
H 14.6017 12.1629 12.8452 0.09
H 15.7502 10.8132 13.3025 0.10
H 13.8296 12.7357 15.7851 0.09
H 12.4952 11.7523 16.0930 0.10
H 12.7324 13.6632 13.8257 0.09
H 11.3190 13.0676 14.8728 0.10
H 12.1159 12.1938 12.1969 0.12
H 10.6557 12.1258 13.0198 0.13
H 10.6385 10.1953 11.6668 0.11
H 11.5334 8.6071 12.0815 0.10
H 12.2461 9.9151 11.1852 0.10
H 11.1862 9.2611 15.3342 0.09
H 9.9105 9.2088 14.1655 0.11
H 10.1910 10.6957 14.9061 0.08
H 13.7344 9.8740 16.5465 0.09
H 15.2676 10.7871 16.3634 0.09
H 15.0982 9.2102 15.6999 0.09
C 15.8988 24.9671 16.4685 0.03
C 17.1621 24.0728 16.2562 -0.39
C 17.2319 23.0385 17.4420 -0.12
C 16.1862 21.9414 17.2678 -0.17
C 16.3374 21.1043 15.9546 -0.11
C 16.4424 21.9402 14.6595 -0.40
N 17.2202 23.2744 14.9341 0.15
O 17.9283 23.8548 13.8966 0.19
C 15.0793 22.4026 14.1850 0.01
C 17.2150 21.0738 13.6065 0.00
C 18.5042 24.8619 16.3153 -0.01
H 15.9862 25.5908 17.3581 0.12
H 14.9642 24.4068 16.4451 0.07
H 15.8253 25.6103 15.5915 0.11
H 16.9958 23.4359 18.4292 0.14
H 18.2167 22.5775 17.5171 0.13
H 15.1673 22.3279 17.2450 0.09
H 16.1960 21.2538 18.1135 0.09
H 15.5369 20.3659 15.9083 0.09
H 17.2500 20.5120 16.0217 0.12
H 14.6409 22.9876 14.9935 0.07
H 14.4558 21.5171 14.0609 0.10
H 15.1451 22.9803 13.2631 0.12
H 16.8975 20.0404 13.4675 0.07
H 18.2977 21.0263 13.7233 0.08
H 16.9601 21.5948 12.6836 0.10
H 19.3769 24.3943 15.8593 0.10
H 18.7183 25.2305 17.3185 0.11
H 18.3965 25.7613 15.7091 0.10
C 12.9686 13.2365 21.4780 -0.06
C 11.7409 14.1029 21.1959 -0.10
N 10.6444 13.3563 20.2422 -0.19
C 10.4317 11.9403 20.8014 0.01
C 9.3541 14.2197 20.3867 -0.17
C 8.4942 14.1052 21.6327 -0.04
C 11.1264 13.2041 18.7118 -0.03
C 11.4700 14.5999 18.0866 -0.15
O 12.7133 15.1790 18.5275 -0.21
C 13.9132 14.5379 18.0856 -0.07
H 13.8300 13.6917 21.9666 0.09
H 13.3048 12.8419 20.5192 0.05
H 12.8366 12.3255 22.0616 0.09
H 11.9560 15.1182 20.8629 0.11
H 11.2799 14.2859 22.1665 0.12
H 11.3438 11.3744 20.6123 0.09
H 9.6504 11.3090 20.3781 0.12
H 10.2617 11.9310 21.8781 0.12
H 8.8145 13.8911 19.4985 0.13
H 9.5858 15.2533 20.1296 0.11
H 9.0523 14.3358 22.5402 0.08
H 7.9965 13.1484 21.7908 0.10
H 7.8030 14.9467 21.6791 0.10
H 10.3686 12.6735 18.1353 0.13
H 11.9220 12.4707 18.8424 0.11
H 10.6540 15.3104 18.2182 0.11
H 11.6308 14.3421 17.0398 0.11
H 14.2537 13.6433 18.6070 0.09
H 14.6144 15.3551 18.2546 0.07
H 13.9130 14.3872 17.0060 0.06
C 9.8711 18.5693 18.1863 -0.06
C 11.1302 19.3740 17.9671 -0.15
N 11.2830 19.9338 16.5551 -0.19
C 12.7521 20.2956 16.1872 0.01
C 10.8157 18.9154 15.4638 -0.10
C 11.9001 17.8036 15.2095 -0.05
C 10.4542 21.2850 16.4498 -0.05
C 9.8666 21.6394 15.0822 -0.17
O 10.8224 21.9912 14.0459 -0.19
C 11.2848 23.4042 14.1348 -0.05
H 9.5607 18.4390 19.2230 0.10
H 9.9669 17.5315 17.8671 0.06
H 8.9472 18.9881 17.7874 0.10
H 12.0456 18.8633 18.2661 0.11
H 11.1441 20.2191 18.6554 0.13
H 12.9809 21.2025 16.7467 0.09
H 12.9563 20.5333 15.1432 0.09
H 13.4320 19.4854 16.4507 0.07
H 10.6827 19.4491 14.5228 0.11
H 9.8060 18.5859 15.7088 0.12
H 11.5681 17.0885 14.4568 0.09
H 12.0835 17.1404 16.0549 0.06
H 12.9074 18.0852 14.9027 0.05
H 11.0341 22.0404 16.9800 0.13
H 9.5704 21.1372 17.0703 0.13
H 9.2406 22.5120 15.2682 0.14
H 9.2521 20.8367 14.6744 0.13
H 10.4251 24.0682 14.0440 0.10
H 11.9287 23.8117 13.3555 0.09
H 11.8045 23.6565 15.0592 0.07
C 20.0666 16.9517 15.9349 -0.08
C 19.4758 15.6578 16.5111 -0.12
N 20.0519 14.2279 15.9334 -0.17
C 19.8640 14.2587 14.4034 0.00
C 21.5434 14.2242 16.3130 -0.17
C 22.3937 13.0656 15.7869 -0.02
C 19.1973 13.0517 16.4734 -0.08
C 19.3280 12.7445 17.9421 -0.16
O 19.0844 13.9407 18.7127 -0.20
C 19.1025 13.6326 20.0714 -0.12
H 19.4445 17.8318 16.0972 0.07
H 20.1368 16.9478 14.8472 0.07
H 20.9366 17.3236 16.4761 0.09
H 18.4103 15.7157 16.2887 0.09
H 19.3857 15.6991 17.5966 0.10
H 20.7767 14.6235 13.9323 0.11
H 18.9571 14.8185 14.1744 0.08
H 19.8269 13.2274 14.0526 0.10
H 21.6637 14.4067 17.3809 0.14
H 21.9416 15.1860 15.9900 0.12
H 21.9395 12.1555 16.1786 0.08
H 23.4091 13.2801 16.1202 0.11
H 22.3726 12.9840 14.7002 0.08
H 19.5009 12.1957 15.8708 0.13
H 18.1896 13.2840 16.1286 0.13
H 20.3603 12.4202 18.0737 0.14
H 18.5883 11.9575 18.0894 0.14
H 19.5685 14.4099 20.6769 0.09
H 19.7555 12.8076 20.3562 0.11
H 18.1678 13.6367 20.6323 0.09
C 16.2869 16.6598 8.4805 -0.05
C 17.2924 15.8550 9.3259 -0.11
N 18.1300 16.7886 10.3404 -0.19
C 17.2052 17.8472 10.9676 0.00
C 18.6370 15.8891 11.5354 -0.13
C 19.7148 14.8016 11.1113 -0.03
C 19.3207 17.4354 9.6313 -0.07
C 20.3607 18.2678 10.4406 -0.17
O 19.6419 19.3442 11.0072 -0.20
C 20.4033 20.1904 11.8435 -0.08
H 16.7568 17.4115 7.8462 0.09
H 15.6106 17.1620 9.1723 0.07
H 15.7290 16.0151 7.8014 0.10
H 18.0271 15.3854 8.6719 0.12
H 16.8638 15.0206 9.8810 0.12
H 16.2372 17.3877 11.1674 0.09
H 17.0700 18.6812 10.2790 0.12
H 17.5983 18.1226 11.9462 0.07
H 17.7544 15.3782 11.9204 0.10
H 18.9794 16.5521 12.3300 0.10
H 19.8930 14.0160 11.8457 0.06
H 20.6656 15.2104 10.7694 0.08
H 19.4019 14.2227 10.2424 0.08
H 19.0447 18.0386 8.7664 0.15
H 19.8658 16.5974 9.1969 0.12
H 20.9930 18.7086 9.6698 0.15
H 20.9515 17.6083 11.0762 0.12
H 20.7778 19.6758 12.7284 0.09
H 19.7334 20.9451 12.2554 0.07
H 21.2599 20.6470 11.3476 0.11
```

Values from the calculation:
Total charge   +6
Frontier orbital gap   4.91 eV
E_LUMO   -15.356 eV


# 3
Molecular formula: C3H10S
Method: DFT, the ωB97M-V functional and the def2-TZVPD basis

Geometry as XYZ:
```
14
Properties=species:S:1:pos:R:3:lowdin_charge:R:1
C 2.0101 1.5912 1.1380 -0.05
H 2.7497 1.0959 1.7616 0.01
H 2.2566 1.4821 0.0925 0.01
H 1.0036 1.2650 1.3889 -0.03
H 1.9809 2.6565 1.3843 0.02
C -1.7954 0.2380 -1.1021 -0.41
S -1.1782 -0.4584 0.4696 0.72
C -0.4674 -2.0162 -0.1309 -0.42
H -2.8655 0.3689 -1.1955 0.02
H -1.3240 1.1919 -1.3386 0.03
H -1.4463 -0.4983 -1.8210 0.02
H 0.2339 -2.3001 0.6434 0.02
H 0.0719 -1.8425 -1.0551 0.03
H -1.2299 -2.7739 -0.2351 0.03
```

Values from the calculation:
Total charge   0
Frontier orbital gap   9.53 eV
SMILES   CSC.C
E_LUMO   1.019 eV
Energy relative to the best compared isomer or geometry (same formula, charge and spin)   0.334 eV